[1]
Entry from the OMol25 dataset: a cluster of 9 separate species, C16H50O9 in total (ωB97M-V with the def2-TZVPD basis set).

Cartesian coordinates (Å):
C  2.2892  0.8988  0.0674
C  3.4565  0.9084  0.9984
C  3.0917  1.6193  2.2496
O  3.7374  -0.4221  1.3122
H  1.4854  0.3079  0.5065
H  2.5499  0.3992  -0.8657
H  1.9101  1.8586  -0.2835
H  4.3090  1.4345  0.5686
H  2.2454  1.2110  2.8020
H  2.9584  2.6930  2.1174
H  3.8671  1.5107  3.0079
H  3.3098  -0.6981  2.1262
C  3.9826  -3.7057  0.9573
C  3.8215  -3.3510  -0.5594
C  2.4017  -3.1164  -0.9534
O  4.5716  -2.1619  -0.6900
H  3.4574  -4.6419  1.1470
H  3.4195  -3.0285  1.5995
H  4.9737  -3.9308  1.3513
H  4.1999  -4.1305  -1.2206
H  1.9970  -2.1623  -0.6155
H  1.7468  -3.9388  -0.6657
H  2.3616  -3.1665  -2.0415
H  4.1304  -1.4680  -0.1946
C  -4.2901  -3.3363  0.2668
C  -2.9056  -2.9570  -0.3408
C  -2.2661  -4.0920  -1.2358
O  -3.0363  -1.8355  -1.1617
H  -4.8029  -2.4060  0.5108
H  -4.1504  -3.9911  1.1269
H  -4.8636  -3.9708  -0.4090
H  -2.3145  -2.7707  0.5559
H  -2.1299  -4.9746  -0.6109
H  -1.3091  -3.7285  -1.6101
H  -2.8658  -4.2934  -2.1234
H  -2.1731  -1.4171  -1.1982
C  -2.2982  3.0785  -3.8575
C  -1.3784  2.3620  -2.8818
C  -0.1159  3.2385  -2.6757
O  -2.1157  2.2673  -1.6879
H  -1.9066  3.1377  -4.8730
H  -2.4160  4.1166  -3.5466
H  -3.2979  2.6491  -3.7920
H  -1.2078  1.3597  -3.2747
H  0.6313  2.6905  -2.1016
H  -0.3556  4.1461  -2.1216
H  0.3689  3.5380  -3.6049
H  -2.6518  3.0621  -1.6398
C  -0.4617  3.6607  0.8326
C  -0.1328  3.9140  2.2949
O  -0.0363  5.2881  2.5514
H  -1.2469  4.3464  0.5139
H  -0.6289  2.5932  0.6890
H  0.4196  3.9930  0.2840
H  0.7742  3.4038  2.6190
H  -0.8746  3.4983  2.9768
H  0.2575  5.3254  3.4646
C  -1.1065  -0.4532  3.9892
C  -1.5509  -0.3681  2.5566
O  -0.5037  -0.8374  1.7244
H  -0.2299  0.1413  4.2464
H  -0.7920  -1.4334  4.3475
H  -1.8820  -0.0184  4.6197
H  -1.6560  0.6705  2.2428
H  -2.4913  -0.8604  2.3090
H  -0.6487  -0.6088  0.8033
O  -4.1123  0.5502  -0.2096
H  -3.9542  -0.3898  -0.2969
H  -3.5509  0.9506  -0.8735
O  1.1107  -0.5728  -2.6748
H  0.9404  -1.3545  -3.2004
H  2.0502  -0.4178  -2.7726
O  -0.8498  -0.1901  -0.8967
H  -0.1722  -0.3500  -1.5537
H  -1.0934  0.7271  -1.0216

E_LUMO (hartree): 0.0070
SMILES string: CC(C)O.CC(C)O.CC(C)O.CC(C)O.CCO.CCO.O.O.O
Energy above the lowest of the compared OMol25 structures with the same formula, charge and spin (kcal per mole): 9.4
Total charge: 0
Maximum force (hartree/bohr): 0.05376

Löwdin atomic charge list, values in e, 8 entries: -0.0466 -0.4911 -0.0661 -0.0439 0.0761 0.0592 0.0733 0.1515

***

[2]
Entry from the OMol25 dataset: a structure of composition C16H51O12Ti (ωB97M-V with the def2-TZVPD basis set).

Cartesian coordinates (Å):
Ti  2.3731  1.9674  0.9647
C  -1.2031  -0.2467  0.0234
C  0.0443  0.4449  0.5222
O  1.1832  0.1910  0.0043
O  -0.0532  1.3139  1.4047
H  -2.0534  -0.3208  0.7013
H  -0.9565  -1.2709  -0.2564
H  -1.4842  0.1901  -0.9349
C  -3.7056  -3.3335  0.3218
O  -2.7848  -3.6505  1.3079
H  -3.5117  -2.2977  0.0432
H  -3.4942  -3.9216  -0.5713
H  -4.7301  -3.4744  0.6662
H  -3.2388  -3.3516  2.0992
C  -1.8327  -0.7103  3.5516
O  -0.7470  0.1373  3.8818
H  -2.2524  -1.1838  4.4392
H  -2.5507  -0.0968  3.0074
H  -1.4960  -1.5349  2.9234
H  -0.4529  0.6296  3.1119
C  -2.1117  -2.6891  -3.4436
O  -1.9470  -1.5262  -4.1813
H  -2.0313  -3.6103  -4.0207
H  -1.2618  -2.8530  -2.7811
H  -2.9153  -2.7086  -2.7075
H  -2.6927  -1.4629  -4.7826
C  -3.1161  2.4562  -1.7260
O  -3.7483  2.2394  -0.4808
H  -2.0538  2.2172  -1.6771
H  -3.5750  1.9045  -2.5464
H  -3.1011  3.5088  -2.0084
H  -3.2021  2.6810  0.1736
C  0.5441  -3.5206  0.2638
O  -0.4731  -4.4723  0.0296
H  1.5077  -4.0131  0.3945
H  0.5359  -2.9179  -0.6443
H  0.3597  -2.9250  1.1578
H  -1.2771  -4.1053  0.4044
C  1.2122  -0.7299  -3.4196
O  0.8250  -1.3023  -4.6745
H  0.8687  0.2942  -3.2737
H  0.8854  -1.2556  -2.5224
H  2.2977  -0.7597  -3.5143
H  -0.1336  -1.2909  -4.7265
C  4.6558  -2.5613  -1.4867
C  4.3226  -1.4104  -0.5260
O  3.2653  -1.8321  0.2332
H  5.4805  -2.2980  -2.1491
H  3.8315  -2.9032  -2.1125
H  4.8635  -3.4757  -0.9310
H  3.9512  -0.5794  -1.1257
H  5.1951  -1.0567  0.0233
H  2.5802  -1.1929  0.0240
C  -3.8468  3.9864  2.5221
C  -2.4907  3.2583  2.5207
O  -1.9291  3.3470  1.2609
H  -4.2972  3.9081  3.5116
H  -4.5081  3.5222  1.7905
H  -3.6348  5.0265  2.2746
H  -2.6299  2.2173  2.8125
H  -1.8578  3.6620  3.3110
H  -1.2395  2.6805  1.3045
C  2.6671  -0.0354  3.3286
C  4.1630  0.2911  3.1089
O  4.3886  1.0805  1.9774
H  2.1723  0.9346  3.3751
H  2.5049  -0.6993  4.1778
H  2.2913  -0.5811  2.4631
H  4.7004  -0.6562  3.1534
H  4.6389  0.8359  3.9243
H  5.3205  1.0196  1.7548
C  0.5241  3.3426  -2.1122
C  2.0866  3.1950  -2.0152
O  2.4696  3.6142  -0.7445
H  0.2368  3.0328  -3.1170
H  0.1334  4.3366  -1.8944
H  0.0272  2.7034  -1.3824
H  2.5551  3.8619  -2.7389
H  2.4572  2.2128  -2.3084
H  2.5016  4.5732  -0.7125

E_LUMO (alpha / beta) (hartree): -0.0902 / -0.3455
Spin multiplicity: 5
Total charge: +1
Maximum force (hartree/bohr): 0.05585
⟨S²⟩: 6.006

Löwdin atomic charge list, values in e, 8 entries: 0.7926 0.0337 -0.6636 -0.1269 -0.0843 0.0773 0.0448 0.0850

***

[3]
Entry from the OMol25 dataset: a cluster of 8 separate species, C16H52N4O8 in total (ωB97M-V with the def2-TZVPD basis set).

Cartesian coordinates (Å):
C  -1.6280  -2.5997  -5.1144
O  -2.1548  -1.2787  -4.9332
C  -3.0241  -0.8940  -6.0457
C  -4.4585  -0.9733  -5.6032
C  -5.4928  -0.8180  -6.7349
N  -4.7358  0.0657  -4.5708
H  -1.0819  -2.6370  -6.0570
H  -2.3271  -3.4353  -5.0833
H  -0.9029  -2.7845  -4.3218
H  -2.6879  0.0349  -6.5065
H  -3.0432  -1.6277  -6.8515
H  -4.6464  -1.9417  -5.1396
H  -5.1952  -1.5486  -7.4871
H  -5.5390  0.2353  -7.0117
H  -6.4138  -1.2161  -6.3092
H  -4.5783  0.9896  -4.9473
H  -4.1436  0.0314  -3.7533
C  -5.0464  6.4984  -6.1749
O  -4.1039  6.1426  -5.2091
C  -2.8678  6.8410  -5.3771
C  -1.6670  6.3424  -4.5242
C  -1.9700  6.3970  -3.0634
N  -0.4855  7.1662  -4.6656
H  -5.1610  7.5824  -6.1738
H  -6.0163  6.0983  -5.8796
H  -4.7641  6.1250  -7.1592
H  -2.7308  6.9356  -6.4543
H  -3.0419  7.8613  -5.0354
H  -1.6286  5.2855  -4.7882
H  -1.1522  5.9585  -2.4915
H  -2.9053  5.9174  -2.7749
H  -2.2242  7.3410  -2.5815
H  -0.4631  7.3796  -5.6525
H  -0.6772  8.1197  -4.3933
C  5.0229  -4.0493  5.2081
O  5.8795  -5.1210  5.6207
C  6.4638  -5.0414  6.8689
C  7.1459  -6.3130  7.4160
C  6.1398  -7.4450  7.6471
N  7.9765  -6.1935  8.6290
H  4.0382  -4.2327  5.6380
H  4.6666  -3.9717  4.1809
H  5.3594  -3.0564  5.5064
H  7.0924  -4.1513  6.8987
H  5.6112  -4.7380  7.4764
H  7.8743  -6.6055  6.6598
H  5.7786  -7.7785  6.6743
H  5.2609  -7.0249  8.1363
H  6.5789  -8.2289  8.2642
H  8.6944  -5.5148  8.4189
H  7.3775  -5.6603  9.2430
C  -3.1581  -3.1554  6.2663
O  -3.5804  -2.9008  4.9139
C  -3.0609  -1.7564  4.3709
C  -3.4961  -1.7228  2.9247
C  -2.9208  -2.8614  2.1338
N  -3.1330  -0.4481  2.2710
H  -2.0809  -3.2980  6.3516
H  -3.6306  -4.0449  6.6830
H  -3.4458  -2.3417  6.9320
H  -3.5015  -0.8445  4.7737
H  -1.9761  -1.6548  4.4042
H  -4.5794  -1.6546  2.8254
H  -1.8356  -2.7610  2.1140
H  -3.3919  -2.7649  1.1556
H  -3.2148  -3.8564  2.4680
H  -2.1243  -0.4316  2.3188
H  -3.4402  0.3092  2.8644
O  4.7549  4.6630  -2.7840
H  5.4662  4.9714  -3.3454
H  4.0196  5.2403  -2.9894
O  1.9442  0.4942  -0.8323
H  2.5430  1.0605  -1.3192
H  1.3608  0.1321  -1.4992
O  8.6501  3.1925  -0.5542
H  7.7121  3.3219  -0.6945
H  8.7192  2.3086  -0.1936
O  2.8771  4.4068  2.9602
H  3.5085  4.1343  3.6261
H  3.0124  3.7949  2.2366

E_LUMO (hartree): 0.0113
SMILES string: COC[C@H](C)N.COC[C@H](C)N.COC[C@H](C)N.COC[C@H](C)N.O.O.O.O
Energy above the lowest of the compared OMol25 structures with the same formula, charge and spin (kcal per mole): 82.8
Total charge: 0
Maximum force (hartree/bohr): 0.06460

Löwdin atomic charge list, values in e, 8 entries: -0.1149 -0.1881 -0.1993 -0.4411 -0.0547 0.0297 0.0812 0.0831

***

Q: maximum force of number 2 (C16H51O12Ti)?
A: 0.05585 hartree/bohr

***

Q: Look up the total charge of the third one.
A: 0